Formula: C4H7N3
Source: the OMol25 dataset
Level of theory: wB97M-V/def2-TZVPD

Geometry (Å):
C 1.56459 -0.31975 -1.37950
C 1.13253 0.45878 -0.05567
C -0.18861 0.04567 0.55336
C -1.40147 0.70540 0.53347
N -2.25770 -0.16495 1.11802
N -1.63782 -1.29099 1.48244
N -0.39370 -1.16815 1.14698
H 2.59342 -0.07884 -1.73834
H 1.55962 -1.41989 -1.24304
H 0.87420 -0.07026 -2.17544
H 2.00504 0.12565 0.47663
H 1.09763 1.56109 -0.19304
H -1.70415 1.67602 0.16478
H -3.24358 -0.05977 1.30934

Frontier orbital gap = 10.288 eV
Charge = 0
2S+1 = 1
Structure (SMILES) = CCc1c[nH]nn1
Energy above the lowest of the compared OMol25 structures with the same formula, charge and spin = 24.2 kcal per mole
E_LUMO = 0.9 eV